Here is the ion C2H8NO3 with charge +1 in a non-equilibrium geometry from OMol25. Energies are from ωB97M-V/def2-TZVPD.

Element x y z (Å)
C  -1.653  0.089  0.132
N  -0.529  -0.807  -0.190
C  0.824  0.068  -0.044
O  0.725  0.851  1.024
O  0.827  0.715  -1.232
O  1.876  -0.798  0.229
H  -1.621  0.954  -0.501
H  -2.605  -0.468  0.062
H  -1.655  0.550  1.047
H  -0.410  -1.492  0.530
H  -0.332  -1.073  -1.267
H  1.338  0.563  1.629
H  0.511  1.737  -1.125
H  2.704  -0.891  -0.293

Computed properties:
Net charge ... +1
HOMO-LUMO gap ... 13.09 eV
E_HOMO ... -16.61 eV
LUMO ... -3.52 eV
Relative energy (zero: lowest compared OMol25 entry of this formula, charge and spin) ... 191.27 kJ/mol
Multiplicity ... 1
SMILES string ... C[NH2+]C(O)(O)O

Quick look at the Mulliken charges, all values in e: -0.86 -0.18 0.67 -0.45 -0.55 -0.55 0.33 0.34 0.40 0.32 0.41 0.32 0.42 0.38

=====

Here is a cluster of 2 separate species, C4H10ClP in total in a non-equilibrium geometry from OMol25. Energies are from ωB97M-V/def2-TZVPD.

Element x y z (Å)
C  1.011  1.548  1.059
C  0.396  -1.394  1.130
C  -1.632  0.302  0.221
C  0.308  -0.132  -1.668
P  0.181  0.169  0.191
Cl  0.635  3.041  0.200
H  2.810  1.150  0.541
H  -0.442  -1.446  1.819
H  0.317  -2.184  0.417
H  1.412  -1.501  1.607
H  -1.938  -0.657  -0.168
H  -1.983  0.520  1.249
H  -1.946  1.048  -0.474
H  -0.634  0.395  -2.166
H  1.202  0.259  -2.074
H  0.302  -1.119  -1.884

Computed properties:
HOMO-LUMO gap ... 8.04 eV
E_HOMO ... -7.62 eV
LUMO ... 0.42 eV
Relative energy (zero: lowest compared OMol25 entry of this formula, charge and spin) ... 487.14 kJ/mol
Multiplicity ... 1

Quick look at the Mulliken charges, all values in e: -0.61 -1.06 -1.38 -1.16 0.97 -0.18 0.12 0.34 0.40 0.31 0.38 0.37 0.45 0.28 0.32 0.47

=====

Here is a structure of composition HN2O3S in a non-equilibrium geometry from OMol25. Energies are from ωB97M-V/def2-TZVPD.

Element x y z (Å)
N  -2.181  0.720  -0.113
N  -2.054  -0.340  -0.330
O  1.085  0.852  -0.945
O  -1.803  -1.444  -0.580
O  0.502  -0.065  1.351
S  1.512  0.681  0.474
H  2.939  -0.405  0.145

Computed properties:
Net charge ... -1
HOMO-LUMO gap ... 7.21 eV
E_HOMO ... -3.09 eV
LUMO ... 4.13 eV
Relative energy (zero: lowest compared OMol25 entry of this formula, charge and spin) ... 410.51 kJ/mol
Multiplicity ... 1

Quick look at the Mulliken charges, all values in e: -0.30 0.84 -0.54 -0.54 -0.58 0.18 -0.06

=====

Here is the molecule C28H31BrN2OS from OMol25. Energies are from ωB97M-V/def2-TZVPD.

Element x y z (Å)
O  0.287  -1.260  1.935
C  -0.611  -0.943  1.175
C  -2.065  -1.170  1.534
C  -2.835  0.137  1.755
N  -3.338  0.683  0.513
C  -4.435  1.623  0.665
C  -5.464  1.437  -0.463
C  -6.009  0.040  -0.417
C  -7.096  -0.270  0.389
C  -7.560  -1.570  0.480
C  -6.937  -2.581  -0.232
C  -5.852  -2.282  -1.038
C  -5.393  -0.980  -1.130
C  -2.290  1.184  -0.348
C  -1.431  0.044  -0.911
N  -0.365  -0.365  -0.026
C  1.015  -0.044  -0.378
C  1.894  -1.298  -0.307
S  3.058  -1.345  -1.717
C  4.672  -1.235  -1.011
C  5.000  -1.737  0.241
C  6.293  -1.622  0.715
C  7.258  -1.027  -0.078
Br  9.032  -0.843  0.588
C  6.956  -0.559  -1.346
C  5.660  -0.662  -1.807
C  1.545  1.085  0.526
C  2.966  1.469  0.225
C  3.297  2.082  -0.977
C  4.601  2.457  -1.241
C  5.593  2.235  -0.300
C  5.274  1.626  0.900
C  3.970  1.239  1.156
H  -2.574  -1.757  0.769
H  -2.061  -1.739  2.465
H  -3.697  -0.087  2.387
H  -2.190  0.854  2.296
H  -4.082  2.667  0.680
H  -4.936  1.428  1.615
H  -6.265  2.166  -0.325
H  -4.991  1.623  -1.428
H  -7.586  0.516  0.949
H  -8.410  -1.796  1.108
H  -7.297  -3.596  -0.160
H  -5.364  -3.067  -1.598
H  -4.550  -0.748  -1.764
H  -2.762  1.701  -1.186
H  -1.636  1.906  0.175
H  -0.978  0.368  -1.850
H  -2.086  -0.805  -1.127
H  1.010  0.303  -1.416
H  2.451  -1.334  0.623
H  1.278  -2.193  -0.388
H  4.261  -2.228  0.856
H  6.547  -2.000  1.693
H  7.721  -0.110  -1.959
H  5.400  -0.295  -2.787
H  0.898  1.957  0.389
H  1.464  0.753  1.561
H  2.527  2.273  -1.711
H  4.845  2.932  -2.180
H  6.609  2.540  -0.500
H  6.041  1.454  1.641
H  3.726  0.765  2.096

Computed properties:
HOMO-LUMO gap ... 8.50 eV
E_HOMO ... -7.96 eV
LUMO ... 0.54 eV
Relative energy (zero: lowest compared OMol25 entry of this formula, charge and spin) ... 18.06 kJ/mol
Multiplicity ... 1
SMILES string ... O=C1CCN(CCc2ccccc2)CCN1[C@H](CSc1ccc(Br)cc1)Cc1ccccc1

Quick look at the Mulliken charges, all values in e: -0.64 0.76 -1.15 -0.83 0.71 -1.00 -1.18 0.43 -0.41 -0.55 -0.44 -0.77 0.13 -0.93 -1.22 0.13 -0.41 -0.76 -0.34 0.74 -0.51 -0.65 0.02 -0.18 -0.56 -0.61 -1.02 0.18 -0.09 -0.95 -0.35 -0.67 -0.18 0.34 0.41 0.64 0.28 0.31 0.53 0.51 0.35 0.40 0.38 0.39 0.40 0.29 0.47 0.47 0.44 0.44 0.58 0.34 0.58 0.52 0.45 0.46 0.41 0.35 0.53 0.34 0.41 0.46 0.44 0.39

=====

Here is a cluster of 2 separate species, C4H12O in total in a non-equilibrium geometry from OMol25. Energies are from ωB97M-V/def2-TZVPD.

Element x y z (Å)
C  1.174  1.340  -1.256
C  0.528  1.037  0.126
C  -0.974  1.197  0.053
C  0.893  -0.446  0.444
H  1.068  2.364  -1.651
H  0.723  0.636  -1.976
H  2.248  1.108  -1.162
H  0.958  1.734  0.874
H  -1.115  2.221  -0.332
H  -1.486  1.113  1.026
H  -1.440  0.489  -0.652
H  0.210  -0.719  1.266
H  1.931  -0.598  0.784
H  0.700  -1.117  -0.410
O  -1.678  -3.294  0.610
H  -1.136  -3.558  1.388
H  -2.603  -3.507  0.869

Computed properties:
HOMO-LUMO gap ... 11.81 eV
E_HOMO ... -10.97 eV
LUMO ... 0.84 eV
Relative energy (zero: lowest compared OMol25 entry of this formula, charge and spin) ... 11.87 kJ/mol
Multiplicity ... 1
SMILES string ... CC(C)C.O

Quick look at the Mulliken charges, all values in e: -1.29 0.59 -1.29 -1.22 0.37 0.32 0.32 0.22 0.36 0.36 0.28 0.30 0.38 0.31 -0.63 0.32 0.31

=====

Here is a cluster of 5 separate species, CH11NO6 in total in a non-equilibrium geometry from OMol25. Energies are from ωB97M-V/def2-TZVPD.

Element x y z (Å)
N  0.836  -1.902  1.011
C  -0.225  -1.055  1.152
O  -0.468  -0.473  2.230
O  -0.880  -0.698  0.032
H  1.419  -2.019  1.758
H  1.264  -2.045  0.078
H  -0.468  -0.994  -0.826
O  -1.418  0.451  -3.128
H  -1.171  -0.281  -2.440
H  -1.722  1.085  -2.412
O  1.481  1.430  0.121
H  1.780  2.229  -0.353
H  0.918  1.713  0.857
O  1.183  -0.733  -1.671
H  1.436  -0.819  -2.532
H  1.386  0.152  -1.275
O  -0.836  2.190  1.225
H  -0.895  1.885  2.074
H  -0.948  1.410  0.610

Computed properties:
HOMO-LUMO gap ... 10.63 eV
E_HOMO ... -10.43 eV
LUMO ... 0.20 eV
Relative energy (zero: lowest compared OMol25 entry of this formula, charge and spin) ... 78.36 kJ/mol
Multiplicity ... 1
SMILES string ... NC(=O)O.O.O.O.O

Quick look at the Mulliken charges, all values in e: -0.40 0.65 -0.61 -0.46 0.22 0.25 0.31 -0.64 0.35 0.32 -0.69 0.29 0.38 -0.62 0.27 0.40 -0.69 0.34 0.35

=====

Number 1: calculated total energy -361.19034 hartree. Number 2: calculated total energy -959.76618 hartree. Number 3: calculated total energy -733.95979 hartree. Number 4: calculated total energy -4242.54082 hartree. Number 5: calculated total energy -234.82810 hartree. Number 6: calculated total energy -550.91691 hartree.